Below is the molecule C4H8N2 in a non-equilibrium geometry, with properties calculated with the ωB97M-V functional and the def2-TZVPD basis.

Each line ends with the natural charge from an NBO analysis.
Geometry (Å):
C: 0.457 0.494 1.235  -0.4200
N: 0.504 0.071 -0.158  -0.4407
C: 0.301 1.143 -1.113  -0.4054
C: -0.219 -1.149 -0.503  -0.3206
C: -1.008 -1.722 0.598  0.2708
N: -1.699 -2.101 1.444  -0.3195
H: 0.799 1.531 1.295  0.2071
H: 1.128 -0.116 1.850  0.2045
H: -0.548 0.447 1.681  0.1881
H: -0.668 1.662 -1.005  0.1688
H: 0.367 0.744 -2.130  0.1996
H: 1.102 1.882 -1.002  0.2053
H: 0.463 -1.907 -0.912  0.2317
H: -0.979 -0.980 -1.279  0.2302

Summary:
**F_max**: 0.021 hartree/bohr
**2S+1**: 1
**Highest occupied orbital energy**: -8.88 eV
**ΔE to the lowest compared entry with this formula, charge and spin**: 25.6 kcal per mole